2 unconnected molecules or ions with the total composition C7H9PS. Source: the Open Molecules 2025 dataset; level of theory: ωB97M-V with the def2-TZVPD basis set.

Cartesian coordinates (Å):
C 2.35529 0.40210 0.41375
C 1.40919 0.04424 1.32700
C 2.31937 -0.17154 -0.80773
C 0.29306 -0.75499 0.97700
C 1.27919 -0.99178 -1.15657
C 0.21112 -1.34648 -0.26112
C -2.32999 1.17875 -0.63921
P -2.28159 0.80632 1.18604
S -1.19498 -2.34705 -0.54263
H 3.14108 1.08920 0.63782
H 1.37363 0.55057 2.29143
H 3.08950 0.08242 -1.55579
H -0.56521 -0.81781 1.60822
H 1.15904 -1.18746 -2.22610
H -2.59467 2.23352 -0.65339
H -3.23228 0.57045 -1.05361
H -1.29868 1.02530 -0.89939
H -3.13306 -0.36578 1.35429

Values from the calculation:
E	-27525.445	eV
strongest force on any atom	0.0609	Eh/bohr
E_HOMO (alpha / beta)	-7.86 / -8.92	eV
net charge	0
gap between HOMO and LUMO (alpha / beta)	8.75 / 6.69	eV
spin multiplicity	3
energy relative to the best compared isomer or geometry (same formula, charge and spin)	0.0	kcal per mole

15 unconnected molecules or ions with the total composition C80H186N10O15. Source: the Open Molecules 2025 dataset; level of theory: ωB97M-V with the def2-TZVPD basis set.

Cartesian coordinates (Å):
C -11.49913 7.85270 14.03478
C -12.38307 7.37254 15.21851
C -13.35606 6.27439 14.69539
C -12.70994 4.87420 14.50561
C -12.12182 4.46359 15.83568
C -11.02542 5.45428 16.36234
N -11.62793 6.81268 16.36115
O -10.94577 7.79789 17.01255
C -10.78186 5.12650 17.86459
C -9.77274 5.38266 15.44204
C -13.24577 8.55471 15.61091
H -10.64421 8.41780 14.40609
H -11.92264 8.59917 13.36282
H -11.10739 7.04063 13.42227
H -14.23650 6.22630 15.33618
H -13.69706 6.62460 13.72114
H -11.98487 4.91698 13.69287
H -13.36734 4.05992 14.20086
H -11.81391 3.42169 15.92371
H -12.97010 4.53639 16.51628
H -11.68873 5.27629 18.45045
H -10.32458 4.14611 17.99805
H -10.13425 5.89450 18.28755
H -9.97920 5.44892 14.37382
H -9.12780 6.21279 15.73019
H -9.33089 4.39626 15.58303
H -12.62503 9.44139 15.73968
H -13.76888 8.37437 16.55002
H -13.97749 8.87826 14.87063
H -11.43064 7.96735 17.82358
C -0.94911 12.76978 6.69759
C -0.94216 12.06257 8.12933
C -1.37169 13.09139 9.14810
C -1.81351 12.69598 10.51765
C -2.93780 11.63911 10.33641
C -2.51195 10.48280 9.37927
N -1.96286 10.99643 8.14764
O -1.73155 9.96878 7.20211
C -1.62352 9.47106 10.11981
C -3.92429 9.85644 9.17309
C 0.45622 11.66014 8.48479
H -1.91502 13.17256 6.39285
H -0.81992 11.98279 5.95458
H -0.15058 13.50200 6.57792
H -0.71566 13.95973 9.08725
H -2.22948 13.66197 8.79211
H -2.21985 13.53911 11.07632
H -1.09627 12.14436 11.12544
H -3.74727 12.24213 9.92504
H -3.23559 11.28882 11.32470
H -0.57184 9.74612 10.19983
H -1.99343 9.26185 11.12356
H -1.50435 8.46110 9.72754
H -4.06423 9.18662 10.02152
H -4.71523 10.57946 8.97365
H -3.94769 9.22681 8.28364
H 0.93968 10.93446 7.83076
H 0.69979 11.53700 9.54006
H 1.14647 12.48935 8.32970
H -0.96134 9.56304 7.60679
C 8.40918 23.63856 4.76443
C 8.31443 22.25934 5.35935
C 8.60596 22.47490 6.85613
C 7.51730 23.20466 7.66019
C 6.24016 22.36602 7.37781
C 5.82051 22.20693 5.90444
N 6.95569 21.67209 5.15136
O 6.67766 21.51304 3.80684
C 4.57191 21.17700 5.99542
C 5.18820 23.56141 5.43785
C 9.32110 21.27371 4.81778
H 9.42921 24.01844 4.70684
H 7.90612 24.48550 5.23104
H 7.91851 23.67300 3.79172
H 8.58052 21.45214 7.23218
H 9.59471 22.91238 6.99426
H 7.44247 24.26464 7.41736
H 7.72775 23.12204 8.72648
H 5.44678 22.90847 7.89201
H 6.32212 21.36954 7.81188
H 3.63799 21.56508 6.40198
H 4.36758 20.82649 4.98375
H 4.84788 20.20862 6.41276
H 5.79119 24.41360 5.75135
H 5.27409 23.76253 4.37001
H 4.17676 23.78056 5.78000
H 8.83660 20.29763 4.84234
H 10.32071 21.23815 5.25093
H 9.49599 21.46742 3.75949
H 6.31829 20.62290 3.81762
C 14.05502 13.60390 10.41940
C 12.89683 12.56226 10.80203
C 13.16773 11.22867 10.00099
C 14.36192 10.36360 10.50473
C 14.13939 10.07744 11.99976
C 13.94338 11.38885 12.88610
N 12.97490 12.26094 12.21878
O 12.71281 13.39585 12.99776
C 13.35058 10.92222 14.24693
C 15.35637 12.04802 13.08124
C 11.53504 13.10662 10.25811
H 13.77780 14.17929 9.53613
H 14.93952 13.04654 10.11098
H 14.34294 14.25751 11.24279
H 12.31406 10.55115 9.98257
H 13.40290 11.52891 8.97989
H 15.37155 10.75668 10.38543
H 14.44257 9.42188 9.96182
H 15.14351 9.73126 12.24475
H 13.45708 9.22764 12.01952
H 13.22482 11.76512 14.92649
H 12.33689 10.52493 14.19515
H 13.97265 10.17570 14.74073
H 15.65530 12.32610 12.07059
H 15.26340 13.00313 13.59818
H 16.12462 11.43919 13.55791
H 11.29806 14.09452 10.65305
H 10.68630 12.47645 10.52388
H 11.61482 13.35510 9.19982
H 11.77152 13.53659 12.87224
C -3.75329 12.77856 24.69774
C -2.61067 13.02488 23.70311
C -1.32187 12.26644 24.22685
C -1.20810 10.74919 23.93197
C -1.44248 10.60450 22.40772
C -2.71565 11.23875 21.86448
N -2.78368 12.65055 22.33720
O -3.85927 13.40165 21.76475
C -2.57234 11.21615 20.27898
C -3.92075 10.28264 22.23695
C -2.30396 14.52949 23.73838
H -4.37253 11.89906 24.52136
H -4.40609 13.64826 24.77233
H -3.40858 12.62277 25.71999
H -0.40090 12.74701 23.89673
H -1.29396 12.31626 25.31535
H -1.86905 10.19397 24.59754
H -0.17477 10.49957 24.17289
H -1.51207 9.55782 22.11156
H -0.58385 11.06915 21.92301
H -3.20064 11.98046 19.82164
H -1.59296 11.37694 19.82836
H -2.82603 10.22158 19.91213
H -4.82099 10.74460 21.83165
H -3.78121 9.30573 21.77406
H -4.04512 10.19927 23.31662
H -1.35551 14.74393 23.24589
H -2.29316 14.95373 24.74237
H -3.03169 15.10461 23.16588
H -4.55758 13.22478 22.39933
C 0.99822 -2.72348 18.51502
C 0.31465 -1.66264 17.76266
C -1.01725 -1.27354 18.58407
C -1.57181 -0.03901 18.07009
C -0.53774 1.05820 18.12748
C 0.76461 0.76333 17.29965
N 1.24488 -0.55365 17.59394
O 2.40113 -0.87846 16.99556
C 0.50147 0.90697 15.75811
C 1.76756 1.81166 17.78732
C -0.13791 -2.27435 16.43870
H 1.92895 -3.10072 18.09131
H 0.30429 -3.55726 18.62163
H 1.23532 -2.33677 19.50614
H -1.76339 -2.05367 18.43313
H -0.78193 -1.26634 19.64834
H -2.38976 0.41022 18.63333
H -1.94286 -0.15397 17.05165
H -0.23408 1.39331 19.11925
H -1.07934 1.83117 17.58222
H 1.44215 0.75227 15.22964
H -0.15312 0.14471 15.33553
H 0.10269 1.88799 15.49992
H 1.31722 2.78852 17.96352
H 2.12881 1.55625 18.78350
H 2.67217 1.93393 17.19164
H -0.81758 -1.62247 15.88988
H -0.60836 -3.25735 16.41611
H 0.67791 -2.34072 15.71890
H 3.00475 -0.83757 17.74093
C 4.28646 18.89809 17.05557
C 3.29330 17.83074 16.66112
C 3.31740 17.62432 15.14496
C 4.47504 16.81366 14.61926
C 4.73884 15.54469 15.44106
C 4.77987 15.74949 16.98361
N 3.63871 16.63007 17.37899
O 3.47498 16.65686 18.80071
C 4.45146 14.31798 17.52180
C 6.16437 16.26120 17.50622
C 1.81935 18.15682 17.02803
H 3.86346 19.81824 16.65247
H 5.30677 18.85660 16.67429
H 4.32647 19.08697 18.12832
H 2.42376 17.10493 14.79897
H 3.35031 18.61814 14.69850
H 5.34981 17.46128 14.56025
H 4.17594 16.48668 13.62340
H 5.75782 15.23078 15.21469
H 4.01584 14.78106 15.15421
H 5.30159 13.71182 17.20879
H 4.36925 14.24701 18.60637
H 3.49691 13.99035 17.10996
H 6.24944 16.30699 18.59193
H 6.83588 15.41994 17.33466
H 6.53557 17.12667 16.95735
H 1.12911 17.35529 16.76488
H 1.49254 19.00863 16.43162
H 1.71909 18.43090 18.07823
H 2.59750 16.29691 18.94930
C 2.95858 3.39672 7.13296
O 1.95507 4.37098 6.58805
H 3.72810 3.95507 7.66606
H 2.50972 2.67752 7.81808
H 3.26811 2.91501 6.20547
H 1.24018 3.84602 6.22071
C -5.25624 10.39320 1.25018
O -5.73751 10.72522 2.57867
H -4.26891 10.85122 1.19113
H -5.07394 9.33407 1.06824
H -6.00052 10.77648 0.55215
H -5.17481 10.39556 3.28315
C -4.66199 2.08102 6.57887
O -3.40163 1.74874 6.08401
H -5.21822 1.18018 6.83810
H -4.71028 2.65437 7.50464
H -5.18422 2.75985 5.90465
H -3.56578 1.00485 5.49983
C -0.82221 18.52890 -1.23121
O -1.57533 19.28376 -2.14817
H -1.20965 17.55367 -0.93639
H 0.23947 18.41586 -1.45068
H -0.80018 19.12928 -0.32172
H -1.98371 18.70594 -2.79697
C 6.35131 7.98299 12.96161
O 6.25048 6.55268 12.87120
H 7.28662 8.26156 13.44711
H 6.37401 8.40186 11.95558
H 5.61367 8.57568 13.50265
H 5.86616 6.32458 13.72082
C -12.10675 7.55469 3.86417
C -12.98199 8.83498 3.65711
C -13.33296 9.72209 4.88577
O -14.22151 10.70269 4.42095
C -15.27804 10.99603 5.34508
N -12.18050 9.56921 2.61727
H -12.04661 7.12613 2.86376
H -12.49398 6.75855 4.50003
H -11.05381 7.73381 4.08179
H -13.87927 8.47110 3.15654
H -12.34732 9.99179 5.26510
H -13.68493 9.10264 5.71068
H -15.77302 10.13531 5.79479
H -16.02828 11.55379 4.78461
H -14.82849 11.69373 6.05165
H -12.51147 10.52325 2.59784
H -11.27671 9.71876 3.04258
C 8.49169 12.92408 0.77760
C 7.10460 13.37627 0.19172
C 6.03608 13.24698 1.32672
O 6.02187 11.98285 2.01297
C 5.56910 10.82626 1.22803
N 7.30928 14.74015 -0.09918
H 9.28494 13.16659 0.07046
H 8.52852 11.84414 0.92070
H 8.76820 13.50973 1.65432
H 6.84773 12.89396 -0.75141
H 4.99628 13.29029 1.00260
H 6.24154 14.00214 2.08540
H 5.55614 10.00705 1.94696
H 6.27437 10.63398 0.41951
H 4.55094 10.95929 0.86232
H 7.53344 14.97298 -1.05608
H 8.09627 15.02611 0.46562
C -10.41240 16.52356 9.12193
C -11.04030 16.61467 10.49157
C -10.10456 16.26590 11.67408
O -10.67392 16.65126 12.90046
C -10.13148 16.01659 14.05117
N -11.66881 17.88001 10.68783
H -11.07437 16.91350 8.34873
H -10.26452 15.46515 8.90740
H -9.44743 17.02743 9.06666
H -11.80411 15.83795 10.45429
H -9.15669 16.78669 11.53839
H -9.85089 15.21884 11.50844
H -10.13866 14.93478 13.91799
H -10.69161 16.24195 14.95868
H -9.08491 16.28564 14.19396
H -12.26775 17.72658 11.48646
H -11.01484 18.53640 11.08979

Values from the calculation:
E	-131570.266	eV
strongest force on any atom	0.0819	Eh/bohr
E_HOMO	-7.90	eV
net charge	0
gap between HOMO and LUMO	8.28	eV

- E of number 2 (C80H186N10O15)?
  -131570.266 eV

- Which of these has the highest E?
  C7H9PS

- Which formula does entry 2 have?
  C80H186N10O15

- Which of these has the highest E?
  C7H9PS